Entry 1:
Here is a molecular structure, C24H36IrN2Si in a non-equilibrium geometry from the Open Molecules 2025 dataset. Energies are from ωB97M-V/def2-TZVPD.

## Properties
- <S²>: 8.777
- Total charge: +2
- Maximum force: 5.197 eV/A
- Spin multiplicity: 6
- E: -1438.5445 Eh

Structure (XYZ):
```
64
Properties=species:S:1:pos:R:3:lowdin_spin:R:1
C -3.205 0.392 -0.081 0.13
C -2.544 -0.056 -1.246 0.18
C -2.444 -1.465 -1.181 0.12
H -2.172 0.555 -2.050 0.01
C -3.048 -1.886 0.027 0.15
C -3.518 -0.742 0.709 0.18
H -4.027 -0.733 1.659 0.01
H -3.428 1.416 0.167 0.01
H -1.966 -2.090 -1.915 0.01
H -3.131 -2.904 0.372 0.01
Ir -1.247 -0.594 0.548 2.39
C 5.136 -0.017 -1.755 0.00
H 4.817 -0.984 -1.375 0.00
H 4.948 0.032 -2.823 0.00
H 4.581 0.771 -1.253 0.00
Si 0.782 0.210 -0.703 0.19
C 0.974 2.099 -0.800 0.03
C -0.084 2.901 -1.238 0.01
H -1.014 2.433 -1.536 0.00
C 0.019 4.284 -1.279 0.00
H -0.816 4.880 -1.628 0.00
C 1.189 4.906 -0.863 0.01
H 1.270 5.986 -0.885 0.00
C 2.254 4.132 -0.424 0.01
H 3.172 4.609 -0.104 0.00
C 2.146 2.748 -0.402 0.01
H 2.990 2.158 -0.065 0.00
C 0.733 -0.383 -2.511 0.11
C 0.908 0.490 -3.588 0.33
H 1.171 1.523 -3.399 0.01
C 0.762 0.061 -4.901 0.10
H 0.906 0.761 -5.715 0.00
C 0.446 -1.262 -5.174 0.08
H 0.334 -1.599 -6.196 0.00
C 0.271 -2.150 -4.119 0.29
H 0.028 -3.186 -4.319 0.01
C 0.407 -1.710 -2.811 0.08
H 0.251 -2.416 -2.005 0.00
H 2.159 -0.212 -0.229 0.04
H 6.198 0.112 -1.568 0.00
C -0.611 -2.871 2.197 0.04
N -1.763 -1.930 2.341 0.16
C -2.950 -2.772 2.780 0.01
C -1.242 -1.304 3.608 0.01
C -0.996 0.151 3.375 0.01
N -0.118 0.268 2.237 0.16
C 0.220 1.696 2.055 0.02
C 1.220 -0.366 2.583 0.02
H -0.338 -3.501 3.083 0.01
H -0.907 -3.650 1.464 0.00
H 0.229 -2.436 1.636 0.02
H -2.729 -3.279 3.750 0.00
H -3.868 -2.206 3.013 0.00
H -3.156 -3.676 2.175 0.00
H -2.062 -1.222 4.362 0.00
H -0.479 -1.808 4.254 0.00
H -1.940 0.639 3.099 0.00
H -0.576 0.607 4.296 0.00
H 0.370 2.211 3.033 0.00
H 1.219 1.834 1.617 0.00
H -0.582 2.224 1.506 0.00
H 1.786 0.231 3.328 0.00
H 1.193 -1.350 3.116 0.00
H 1.878 -0.560 1.749 0.00
```

Entry 2:
Here is a single HO2PS molecule in a non-equilibrium geometry from the Open Molecules 2025 dataset. Energies are from ωB97M-V/def2-TZVPD.

## Properties
- Maximum force: 9.353 eV/A
- E: -890.5039 Eh

Structure (XYZ):
```
5
Properties=species:S:1:pos:R:3:mulliken_charge:R:1
O 0.497 1.489 -0.358 -0.44
S 0.711 0.659 0.823 0.37
P -0.825 -1.090 0.170 0.18
O 0.601 -1.122 0.071 -0.23
H -0.984 0.064 -0.705 0.11
```

Entry 3:
Here is 2 unconnected molecules or ions with the total composition C62H71F6N6O2 in a non-equilibrium geometry from the Open Molecules 2025 dataset. Energies are from ωB97M-V/def2-TZVPD.

## Properties
- Total charge: +1
- Maximum force: 2.842 eV/A
- E: -3482.9753 Eh

Structure (XYZ):
```
147
Properties=species:S:1:pos:R:3:mulliken_charge:R:1
C 4.903 2.101 1.512 -1.24
N 4.882 0.789 0.901 0.22
C 6.180 0.260 0.511 -0.94
C 6.472 0.666 -0.904 1.01
F 7.680 0.247 -1.366 -0.25
F 5.505 0.156 -1.744 -0.27
F 6.421 2.033 -1.051 -0.26
C 3.739 0.047 0.882 1.31
C 3.738 -1.377 0.910 -0.88
C 2.558 -2.064 1.091 -1.18
C 1.291 -1.405 1.088 0.96
C 0.116 -2.190 1.196 -1.54
C -1.146 -1.726 0.674 0.79
C -1.885 -2.387 -0.367 -0.56
C -2.980 -1.774 -0.949 -0.81
C -3.521 -0.580 -0.402 1.23
N -4.677 -0.007 -0.888 0.11
C -5.138 -0.329 -2.217 -1.24
C -5.710 0.525 0.007 -0.70
C -5.486 1.893 0.606 0.83
F -6.665 2.582 0.713 -0.31
F -4.977 1.800 1.891 -0.22
F -4.621 2.667 -0.128 -0.26
C -2.853 0.031 0.690 -0.72
C -1.724 -0.548 1.232 -0.42
C 1.305 0.016 0.874 -0.47
C 2.486 0.724 0.845 -0.81
H 4.148 2.175 2.307 0.48
H 5.889 2.285 1.953 0.35
H 4.700 2.892 0.776 0.35
H 6.956 0.690 1.158 0.36
H 6.168 -0.833 0.527 0.20
H 4.680 -1.923 0.858 0.26
H 2.585 -3.150 1.187 0.43
H 0.217 -3.244 1.466 0.45
H -1.517 -3.342 -0.758 0.51
H -3.448 -2.237 -1.821 0.37
H -4.353 -0.839 -2.781 0.39
H -6.043 -0.953 -2.188 0.42
H -5.390 0.596 -2.752 0.35
H -6.625 0.621 -0.589 0.52
H -5.856 -0.145 0.868 0.12
H -3.215 0.990 1.038 0.41
H -1.234 -0.076 2.090 0.62
H 0.368 0.546 0.721 0.64
H 2.489 1.814 0.768 0.50
C -2.247 -7.648 7.052 -1.65
C -1.389 -7.701 5.794 2.23
C 0.082 -7.491 6.160 -1.78
C -1.566 -9.124 5.225 -1.92
C -1.733 -6.650 4.700 0.53
C -1.172 -6.920 3.445 -0.46
C -1.507 -6.187 2.319 -1.65
C -2.378 -5.113 2.451 -0.18
C -2.811 -4.672 3.703 -0.61
C -3.621 -3.349 3.785 2.77
C -4.991 -3.550 4.440 -1.16
C -3.939 -2.798 2.404 -1.38
C -2.765 -2.264 4.445 -0.42
C -2.450 -5.433 4.855 -1.07
N -2.790 -4.936 6.189 2.02
C -1.954 -4.285 7.071 0.27
C -0.726 -3.813 6.655 -0.51
C 0.255 -3.103 7.477 -0.58
C 0.062 -1.739 7.832 0.29
C 0.840 -1.157 8.812 -0.72
C 1.785 -1.979 9.472 -0.32
N 1.930 -1.863 10.885 1.11
O 2.508 -2.803 11.491 -0.64
O 1.416 -0.887 11.466 -0.63
C 2.231 -3.184 8.911 -0.55
C 1.446 -3.751 7.921 -0.31
N -2.640 -4.253 8.301 2.15
C -2.268 -3.519 9.509 -2.18
C -2.722 -2.195 9.741 1.24
C -3.802 -1.342 9.004 2.26
C -4.948 -1.028 9.985 -1.77
C -4.407 -1.998 7.781 -1.17
C -3.189 -0.013 8.540 -1.74
C -2.172 -1.490 10.825 -0.33
C -1.162 -2.012 11.607 -1.51
C -0.729 -3.311 11.363 -0.05
C -1.408 -4.141 10.468 -0.17
C -1.116 -5.672 10.591 2.27
C -0.425 -6.007 11.920 -2.20
C -0.199 -6.080 9.443 -1.54
C -2.391 -6.510 10.564 -0.95
C -3.873 -4.909 8.077 0.03
C -4.962 -5.137 9.041 1.72
C -5.049 -4.593 10.349 -0.58
C -6.102 -4.944 11.198 -1.20
C -7.087 -5.840 10.774 -0.69
C -7.010 -6.392 9.491 -0.95
C -5.978 -6.034 8.630 -1.44
N -3.974 -5.324 6.822 -1.91
H -3.321 -7.624 6.842 0.40
H -2.040 -8.544 7.657 0.54
H -1.999 -6.787 7.678 -0.08
H 0.733 -7.778 5.324 0.48
H 0.276 -6.432 6.386 0.31
H 0.360 -8.090 7.038 0.36
H -0.877 -9.338 4.402 0.35
H -1.370 -9.860 6.014 0.48
H -2.593 -9.266 4.865 0.41
H -0.473 -7.750 3.323 0.35
H -1.117 -6.461 1.334 0.44
H -2.702 -4.626 1.533 0.60
H -4.958 -4.067 5.398 -0.19
H -5.466 -2.571 4.578 0.41
H -5.621 -4.154 3.773 0.45
H -3.020 -2.564 1.866 -0.72
H -4.539 -3.485 1.797 0.57
H -4.491 -1.853 2.499 0.51
H -1.916 -2.009 3.790 -0.45
H -3.360 -1.355 4.611 0.67
H -2.334 -2.588 5.396 -0.59
H -0.472 -4.064 5.625 0.69
H -0.735 -1.171 7.346 0.64
H 0.702 -0.132 9.147 0.38
H 3.117 -3.673 9.307 0.47
H 1.700 -4.748 7.538 0.43
H -4.600 -0.442 10.843 0.32
H -5.718 -0.445 9.465 0.46
H -5.405 -1.954 10.356 0.40
H -3.633 -2.319 7.072 -0.53
H -5.044 -2.850 8.048 -0.05
H -5.049 -1.270 7.259 0.88
H -2.365 -0.187 7.835 0.17
H -3.963 0.578 8.032 0.52
H -2.804 0.583 9.375 0.34
H -2.508 -0.474 11.040 0.48
H -0.725 -1.424 12.415 0.44
H 0.106 -3.690 11.954 0.29
H -1.021 -5.655 12.772 0.40
H -0.322 -7.094 12.022 0.40
H 0.585 -5.584 11.989 0.52
H -0.534 -5.601 8.514 -0.08
H 0.830 -5.742 9.630 0.40
H -0.198 -7.171 9.299 0.57
H -2.908 -6.421 9.607 -0.15
H -2.139 -7.573 10.706 0.54
H -3.078 -6.200 11.362 0.41
H -4.275 -3.915 10.712 1.50
H -6.145 -4.497 12.196 0.46
H -7.899 -6.104 11.451 0.40
H -7.770 -7.098 9.165 0.43
H -5.924 -6.442 7.622 0.42
```

Entry 4:
Here is 2 unconnected molecules or ions with the total composition C2H10NS2 in a non-equilibrium geometry from the Open Molecules 2025 dataset. Energies are from ωB97M-V/def2-TZVPD.

## Properties
- <S²>: 0.754
- Total charge: +2
- Maximum force: 3.691 eV/A
- Spin multiplicity: 2
- E: -932.5769 Eh

Structure (XYZ):
```
15
Properties=species:S:1:pos:R:3:lowdin_spin:R:1
C 2.222 -0.363 0.313 0.00
N 1.650 0.225 -1.025 0.01
H 3.304 -0.473 0.094 0.00
H 1.750 -1.344 0.319 0.00
H 2.162 0.177 1.237 0.00
H 2.002 1.134 -1.158 0.00
H 1.921 -0.288 -1.835 0.00
H 0.584 0.183 -0.938 0.01
C -2.337 0.483 1.329 0.08
S -1.582 0.962 -0.277 0.66
S -1.510 -0.900 -1.216 0.16
H -1.544 -0.046 1.863 0.03
H -2.704 1.372 1.846 0.00
H -3.097 -0.283 1.164 0.01
H -2.821 -0.840 -1.717 0.03
```